{
  "formula": "C16H26N2O2P",
  "method": "ωB97M-V/def2-TZVPD",
  "lumo_energy_ev": -4.463,
  "e_tot_ha": -1226.3821,
  "smiles": "[H]/N=C\\Cc1cc(C(=O)OP(C)CC)c(CCC(C)C)c[nH+]1",
  "total_charge": 1,
  "e_homo_ev": -11.8,
  "symbols": ["C", "C", "P", "C", "O", "C", "O", "C", "C", "C", "C", "C", "N", "N", "C", "C", "C", "C", "C", "C", "C", "H", "H", "H", "H", "H", "H", "H", "H", "H", "H", "H", "H", "H", "H", "H", "H", "H", "H", "H", "H", "H", "H", "H", "H", "H", "H"],
  "xyz": [[-2.36, -0.75, 2.28], [-3.24, -0.06, 1.22], [-3.13, 1.77, 1.12], [-3.64, 2.21, 2.81], [-1.45, 2.06, 1.23], [-0.74, 2.12, 0.08], [-0.32, 3.14, -0.39], [-0.46, 0.80, -0.58], [-1.06, 0.56, -1.81], [-0.85, -0.63, -2.47], [-1.43, -1.02, -3.80], [-1.87, 0.15, -4.65], [-1.50, 0.37, -5.83], [-0.05, -1.53, -1.87], [0.56, -1.32, -0.68], [0.39, -0.15, 0.01], [1.12, 0.08, 1.30], [2.57, 0.62, 1.06], [3.75, -0.32, 1.41], [4.96, 0.08, 0.54], [3.47, -1.80, 1.20], [-2.75, -0.56, 3.27], [-2.36, -1.83, 2.12], [-1.34, -0.39, 2.24], [-4.29, -0.25, 1.45], [-3.07, -0.49, 0.24], [-4.65, 2.60, 2.74], [-3.67, 1.33, 3.45], [-2.97, 2.93, 3.25], [-1.69, 1.31, -2.26], [-2.27, -1.69, -3.61], [-0.67, -1.58, -4.34], [-2.59, 0.84, -4.21], [-0.84, -0.33, -6.17], [0.10, -2.42, -2.33], [1.18, -2.12, -0.30], [1.11, -0.82, 1.91], [0.58, 0.84, 1.85], [2.66, 0.94, 0.02], [2.67, 1.52, 1.66], [4.03, -0.16, 2.46], [5.90, 0.05, 1.10], [4.85, 1.08, 0.14], [5.02, -0.59, -0.32], [4.34, -2.37, 1.54], [3.37, -2.03, 0.14], [2.62, -2.19, 1.77]]
}

=====

{
  "formula": "C3H5ClF2",
  "method": "ωB97M-V/def2-TZVPD",
  "lumo_energy_ev": 0.848,
  "e_tot_ha": -777.1957,
  "smiles": "C[C@@H](F)[C@@H](F)Cl",
  "total_charge": 0,
  "e_homo_ev": -11.2,
  "symbols": ["C", "C", "C", "F", "F", "Cl", "H", "H", "H", "H", "H"],
  "xyz": [[-1.26, 0.49, -0.39], [-0.08, -0.52, -0.23], [1.11, -0.06, 0.71], [0.40, -1.04, -1.41], [2.05, -1.06, 0.93], [2.10, 1.11, -0.12], [-0.85, 1.38, -0.75], [-1.81, 0.75, 0.61], [-1.89, -0.04, -1.01], [-0.65, -1.44, 0.07], [0.87, 0.44, 1.60]]
}

=====

{
  "formula": "C5H10O2",
  "method": "ωB97M-V/def2-TZVPD",
  "lumo_energy_ev": [-0.870, -1.040],
  "e_tot_ha": -346.6821,
  "total_charge": 0,
  "e_homo_ev": [-8.4, -8.2],
  "symbols": ["C", "C", "C", "O", "C", "C", "O", "H", "H", "H", "H", "H", "H", "H", "H", "H", "H"],
  "xyz": [[-1.45, -0.54, -1.22], [-0.32, 0.50, 1.11], [0.66, -0.59, 1.00], [0.03, -1.80, 0.75], [1.45, 0.24, -0.02], [0.60, 1.37, 0.47], [-0.46, 1.41, -1.47], [-2.50, -0.27, -1.32], [-1.55, -1.57, -0.86], [-1.09, -0.68, -2.23], [-0.84, 0.68, 2.06], [1.12, -0.75, 1.98], [0.75, -2.41, 0.62], [2.52, 0.34, 0.09], [1.24, 0.00, -1.05], [0.98, 2.26, 0.99], [-1.13, 1.83, -0.91]]
}

=====

What are the ΔE to the lowest compared entry with this formula, charge and spin values for these records? In order: 34.2, 20.8, 215.4 kcal per mole.